DFT (ωB97M-V with the def2-TZVPD basis set) results for a structure of composition C11H29BF4N2O11P3Se2Yb in a non-equilibrium geometry.

Max |F| (eV/Å): 2.36
ΔE to the lowest compared entry with this formula, charge and spin (eV): 0.183
Charge: -2
Molar mass (g mol⁻¹): 876.04
E (eV): -239035.90407
HOMO level (spin up / spin down) (eV): -2.320 / -2.318
Spin multiplicity: 2

Last column: natural (NBO) charge in e.
Element x y z (Å)
Yb (0.61, -0.44, -0.55)  1.52
Se (-1.73, 0.35, -2.38)  -0.44
Se (-1.28, -2.39, 0.16)  -0.41
P (3.05, 1.99, -0.13)  2.39
P (0.02, 2.96, 0.30)  2.41
P (1.00, -0.71, 2.52)  0.93
F (4.14, -3.37, 0.05)  -0.56
F (2.24, -4.07, 1.03)  -0.57
F (2.46, -4.08, -1.27)  -0.56
F (2.28, -2.06, -0.12)  -0.54
O (2.74, 0.50, -0.05)  -1.10
O (3.39, 0.78, -3.52)  -0.74
O (3.99, 2.42, 1.13)  -1.01
O (-4.84, -1.50, -2.99)  -0.75
O (-5.09, -2.06, 1.28)  -0.75
O (1.45, 0.94, -2.38)  -0.77
O (-0.78, 3.29, -1.01)  -1.05
O (-0.05, 1.42, 0.50)  -1.19
O (2.17, 4.09, 1.17)  -0.80
O (3.88, 2.27, -1.47)  -1.05
O (-0.32, 3.96, 1.36)  -1.14
N (0.99, -1.66, -2.76)  -0.70
N (1.84, -0.88, -3.64)  -0.52
C (2.01, 4.34, -1.17)  -0.63
C (-0.57, 0.01, 3.21)  -0.93
C (1.09, -2.31, 3.32)  -0.97
C (-3.15, 0.29, -1.04)  -0.57
C (-5.08, -1.40, -1.56)  -0.06
C (-4.34, -0.92, 0.82)  -0.05
C (1.85, 3.37, -0.01)  -0.49
C (2.27, 0.38, -3.15)  0.90
C (-3.87, -1.10, -0.66)  -0.16
C (2.28, 0.22, 3.39)  -0.95
C (-2.94, -2.26, -0.78)  -0.58
B (2.78, -3.43, -0.10)  1.36
H (-5.83, -0.64, -1.48)  0.16
H (3.75, 3.31, 1.48)  0.53
H (2.16, 1.25, 3.21)  0.24
H (-3.48, -0.74, 1.52)  0.19
H (2.56, -1.45, -4.06)  0.37
H (1.96, -2.90, 2.98)  0.27
H (1.17, -2.27, 4.39)  0.19
H (-2.71, -2.37, -1.86)  0.20
H (-0.63, -0.36, 4.25)  0.19
H (1.17, 5.01, -1.21)  0.22
H (2.99, 4.92, -1.13)  0.21
H (3.25, -0.05, 2.94)  0.25
H (1.48, -2.49, -2.47)  0.41
H (-5.04, -0.11, 1.03)  0.17
H (2.35, -0.04, 4.47)  0.20
H (0.10, -1.82, -3.25)  0.40
H (1.99, 3.75, -2.12)  0.24
H (-1.45, -0.38, 2.64)  0.25
H (-3.86, -1.64, -3.02)  0.48
H (3.75, 1.66, -2.29)  0.54
H (-4.44, -2.72, 1.56)  0.47
H (-0.57, 1.09, 3.22)  0.24
H (-5.48, -2.37, -1.29)  0.17
H (-0.97, 2.48, -1.57)  0.54
H (0.22, -2.93, 3.06)  0.26
H (-2.80, 0.76, -0.09)  0.21
H (1.31, 4.45, 1.48)  0.52
H (-4.00, 0.87, -1.40)  0.20
H (-3.41, -3.24, -0.48)  0.21

***

DFT (ωB97M-V with the def2-TZVPD basis set) results for a structure of composition C11H29Cl2OPPt in a non-equilibrium geometry.

Max |F| (eV/Å): 3.16
Molar mass (g mol⁻¹): 474.31
E (eV): -51497.77577
HOMO level (spin up / spin down) (eV): -4.080 / -8.168
Spin multiplicity: 5

Last column: Löwdin spin population.
Element x y z (Å)
Pt (2.08, -2.95, 1.17)  1.92
Cl (3.57, -2.82, -0.69)  0.35
Cl (0.81, -1.17, 0.75)  0.72
P (-0.89, 1.44, -0.46)  0.16
O (3.34, -4.50, 1.69)  0.18
C (0.91, 3.00, -1.90)  0.00
C (-2.71, 1.05, -0.63)  0.02
C (-0.78, 1.72, -3.26)  0.00
C (-3.60, 2.13, -1.24)  0.01
C (3.94, -6.78, 2.37)  0.01
C (-2.89, -0.30, -1.34)  0.00
C (2.98, -5.62, 2.55)  0.03
C (-1.30, 4.14, 0.54)  0.01
C (0.33, 2.64, 1.74)  0.00
C (-0.54, 2.49, -1.96)  0.03
C (-0.97, 2.70, 0.92)  0.02
H (-2.26, 4.25, 0.02)  0.00
H (-4.61, 1.73, -1.34)  0.00
H (1.09, 3.69, -1.07)  0.00
H (-3.94, -0.62, -1.25)  0.00
H (3.87, -4.78, 0.92)  0.01
H (3.72, -7.56, 3.10)  0.00
H (-2.64, -0.24, -2.41)  0.00
H (1.93, -5.90, 2.35)  0.01
H (-3.01, 0.91, 0.43)  0.00
H (0.21, 3.25, 2.64)  0.00
H (-1.23, 3.35, -1.92)  0.00
H (-0.26, 0.75, -3.25)  0.00
H (-0.52, 4.61, -0.07)  0.00
H (0.56, 1.61, 2.05)  0.00
H (-1.79, 2.31, 1.55)  0.00
H (-1.84, 1.53, -3.47)  0.00
H (-1.38, 4.73, 1.47)  0.00
H (0.87, -3.39, 2.27)  0.26
H (4.99, -6.47, 2.52)  0.00
H (3.87, -7.23, 1.37)  0.00
H (-3.67, 3.03, -0.61)  0.00
H (-2.26, -1.07, -0.88)  0.00
H (0.70, -3.88, 1.51)  0.25
H (-3.26, 2.44, -2.24)  0.00
H (1.61, 2.16, -1.79)  0.00
H (3.01, -5.22, 3.57)  0.01
H (-0.38, 2.30, -4.10)  0.00
H (1.14, 3.52, -2.83)  0.00
H (1.19, 3.02, 1.18)  0.00

***

DFT (ωB97M-V with the def2-TZVPD basis set) results for a structure of composition C11H30B2BrCaCl3N2O6 in a non-equilibrium geometry.

Max |F| (eV/Å): 8.07
Molar mass (g mol⁻¹): 534.33
E (eV): -154552.69049
HOMO level (eV): -5.343

Last column: Löwdin charge in e.
Element x y z (Å)
Br (-1.91, 6.24, 3.17)  -0.03
Ca (-1.12, 3.94, 5.64)  1.32
Cl (0.88, 1.21, -2.81)  0.55
Cl (2.69, -0.24, -1.04)  0.53
Cl (-0.76, -1.25, 1.98)  0.13
O (-1.78, 4.30, 1.29)  -0.29
O (-3.53, -0.44, -1.37)  -0.06
O (-0.13, 4.74, 4.32)  -0.59
O (0.61, -4.86, 0.56)  -0.01
O (2.26, -4.53, -1.00)  0.09
O (1.55, -6.62, -0.35)  0.02
N (1.78, 6.35, 3.55)  0.11
N (-0.79, 0.68, 0.86)  -0.24
C (1.54, -5.26, -0.34)  -0.55
C (0.72, 3.70, 0.75)  -0.11
C (-2.64, -0.17, -2.45)  -0.50
C (-1.14, 1.89, 1.71)  -0.20
C (1.30, -0.37, -2.12)  -1.02
C (0.56, -3.45, 0.75)  -0.17
C (-0.85, 3.25, 0.83)  -0.33
C (2.52, -7.22, -1.23)  -0.22
C (3.91, -7.17, -0.61)  -0.07
C (-3.16, -0.84, -3.71)  -0.06
C (-2.52, 1.34, -2.63)  -0.09
B (1.45, 3.94, 2.21)  -0.03
B (1.00, 5.02, 3.37)  -0.50
H (0.45, -2.92, -0.21)  0.07
H (2.55, 6.26, 2.83)  0.08
H (-1.67, -0.58, -2.18)  0.11
H (-3.26, -1.92, -3.56)  0.08
H (2.50, -6.74, -2.21)  0.12
H (-1.69, 0.33, 0.46)  0.04
H (-2.16, 1.81, -1.71)  0.04
H (4.26, -6.14, -0.50)  0.07
H (0.16, 5.05, 5.25)  0.00
H (-4.40, -0.07, -1.59)  0.10
H (2.40, 3.25, 2.45)  0.06
H (-3.50, 1.79, -2.85)  0.09
H (-2.49, -0.66, -4.56)  0.08
H (1.34, 2.88, 0.14)  0.10
H (-2.33, 1.85, 1.86)  0.15
H (1.17, 7.15, 3.27)  0.07
H (0.44, -0.74, -1.55)  0.00
H (-0.15, 0.98, 0.09)  0.06
H (1.46, -3.11, 1.27)  0.09
H (3.90, -7.62, 0.39)  0.08
H (0.77, 4.73, 0.14)  0.14
H (-0.68, 1.89, 2.78)  0.10
H (1.53, -1.06, -2.93)  0.04
H (-1.18, 2.99, -0.29)  0.13
H (-2.41, 4.47, 0.50)  0.12
H (2.22, -8.26, -1.36)  0.12
H (-1.83, 1.58, -3.45)  0.05
H (-0.31, -3.21, 1.37)  -0.06
H (-4.16, -0.47, -3.97)  0.08
H (4.63, -7.71, -1.23)  0.08

***

DFT (ωB97M-V with the def2-TZVPD basis set) results for a cluster of 4 separate species, C11H30BrN3O3 in total in a non-equilibrium geometry.

Max |F| (eV/Å): 1.26
ΔE to the lowest compared entry with this formula, charge and spin (eV): 0.000
Charge: +2
Molar mass (g mol⁻¹): 332.28
E (eV): -92535.00944
HOMO level (eV): -14.707

Last column: natural (NBO) charge in e.
Element x y z (Å)
Br (-0.25, 1.80, 0.01)  -0.84
O (2.29, 1.39, -4.04)  -0.43
O (0.76, -1.37, 0.73)  -0.75
O (-5.27, 3.17, -0.66)  -0.44
N (-3.54, 2.14, 0.45)  -0.63
N (1.58, -3.84, 2.39)  -0.20
N (1.34, 3.00, -2.64)  -0.62
C (0.53, -1.52, 2.11)  -0.09
C (0.39, 2.51, -4.96)  -0.75
C (1.74, -4.06, 0.92)  -0.41
C (-3.09, 4.09, -1.12)  -0.74
C (2.73, -4.47, 3.09)  -0.41
C (-4.07, 0.75, 0.18)  -0.42
C (1.42, 2.18, -3.94)  0.72
C (0.32, -4.50, 2.87)  -0.41
C (2.69, 3.16, -2.00)  -0.42
C (1.60, -2.38, 2.74)  -0.23
C (-4.10, 3.16, -0.53)  0.72
H (1.96, -5.11, 0.72)  0.23
H (-2.27, 4.25, -0.42)  0.26
H (-3.84, 0.17, 1.07)  0.23
H (-2.69, 3.57, -2.00)  0.26
H (0.19, -4.22, 3.91)  0.23
H (0.45, -5.57, 2.73)  0.24
H (0.69, 1.98, -5.86)  0.28
H (0.87, -3.68, 0.41)  0.25
H (3.37, 3.63, -2.70)  0.24
H (0.39, 3.57, -5.25)  0.26
H (-3.91, 2.40, 1.37)  0.45
H (-3.57, 5.01, -1.41)  0.28
H (0.59, -0.54, 2.61)  0.21
H (2.53, 3.68, -1.07)  0.24
H (1.49, -2.35, 3.83)  0.23
H (0.99, 3.90, -2.95)  0.43
H (-5.14, 0.82, 0.03)  0.26
H (3.04, 2.16, -1.74)  0.25
H (-3.46, 0.30, -0.60)  0.24
H (0.67, 2.56, -1.97)  0.48
H (-2.50, 2.07, 0.42)  0.47
H (2.60, -4.35, 4.16)  0.23
H (0.42, -0.51, 0.45)  0.51
H (3.65, -4.00, 2.77)  0.24
H (-0.47, -1.92, 2.33)  0.17
H (-0.49, -4.16, 2.24)  0.23
H (2.60, -2.01, 2.51)  0.24
H (2.78, -5.53, 2.85)  0.24
H (-0.60, 2.20, -4.64)  0.26
H (2.62, -3.51, 0.61)  0.23